60
Properties=species:S:1:pos:R:3:forces:R:3 method="wB97M-V/def2-TZVPD" gap_ev=8.47 e_above_lowest_kcal_mol=124.3 multiplicity=1 energy_ev=-49834.9518
C -5.539050 -1.065169 2.104339 -0.2 0.0 -0.2
C -6.209508 -1.184585 0.742132 0.3 0.0 0.0
H -6.917413 -2.015229 0.753106 -0.1 0.0 -0.1
H -6.771196 -0.272408 0.539576 -0.1 0.0 -0.1
C -5.209811 -1.433436 -0.395010 -0.6 -0.3 0.1
N -4.288274 -0.340874 -0.581626 0.3 0.2 0.0
C -3.005261 -0.307064 -0.151698 0.6 0.3 0.0
C -2.465440 0.933265 -0.496509 -0.6 -0.7 0.1
C -3.497871 1.649841 -1.168824 0.0 -0.2 0.1
C -4.598220 0.848126 -1.207508 -0.1 0.5 -0.3
C -5.919659 1.120650 -1.832873 0.0 -0.1 0.1
H -5.860184 2.048892 -2.394077 0.0 0.0 0.0
H -6.706614 1.225578 -1.086781 -0.1 0.0 0.0
H -6.205334 0.321639 -2.516570 -0.1 0.0 -0.1
H -3.433094 2.639595 -1.572674 -0.1 0.2 -0.1
C -1.126826 1.383553 -0.222217 0.3 0.2 0.0
O -0.272300 0.750992 0.371986 -0.2 0.1 0.1
C -0.792831 2.786887 -0.758512 0.1 -0.3 0.1
H -1.458462 3.523810 -0.303623 0.0 -0.1 -0.1
H -0.925837 2.812536 -1.847146 0.0 0.0 0.1
O 0.500964 3.185704 -0.375139 -0.1 0.0 -0.1
C 1.542862 2.407240 -0.677301 0.6 -0.1 0.0
C 1.549708 1.453749 -1.707311 0.0 0.3 0.1
C 2.649527 0.655105 -1.924110 0.0 0.0 -0.1
C 3.782778 0.793024 -1.136286 0.5 -0.4 -0.2
C 3.830500 1.750677 -0.152159 -0.1 0.3 0.2
C 2.724824 2.563438 0.077102 -0.2 -0.7 -0.9
N 2.812555 3.530228 1.137916 0.1 0.3 0.4
O 2.084912 4.496098 1.110028 0.0 0.3 0.0
O 3.637126 3.314050 2.004229 0.3 0.0 0.3
H 4.720518 1.887804 0.441798 0.0 0.1 0.1
S 5.134984 -0.375045 -1.318448 -0.1 0.1 0.0
O 6.371496 0.327369 -1.156373 -0.1 0.2 0.3
O 4.910522 -1.115854 -2.525455 -0.3 0.0 0.1
N 4.969237 -1.416697 -0.044843 0.4 0.5 -0.8
C 3.882509 -2.365643 -0.120852 -0.5 -0.3 -0.1
C 2.595011 -1.944491 0.587792 0.3 0.0 -0.1
H 2.229163 -0.988907 0.221034 -0.1 0.1 0.0
H 2.748613 -1.866896 1.661076 -0.1 0.0 0.1
H 1.830288 -2.696109 0.409053 -0.1 -0.1 0.0
H 4.229685 -3.318836 0.291063 0.0 0.1 -0.1
H 3.700461 -2.505441 -1.187276 -0.1 -0.3 0.1
C 5.423951 -0.949150 1.245810 0.3 0.2 0.4
C 6.008609 -2.077141 2.089496 -0.2 0.2 -0.2
H 5.238300 -2.781282 2.393563 0.0 -0.1 0.1
H 6.465045 -1.659096 2.982584 0.0 0.0 0.1
H 6.767353 -2.608869 1.522291 0.1 -0.1 0.0
H 4.615718 -0.448135 1.795844 0.1 0.0 0.0
H 6.203975 -0.218956 1.027416 -0.1 0.0 0.3
H 2.655524 -0.091415 -2.702593 -0.1 -0.1 -0.1
H 0.673213 1.322089 -2.321284 -0.1 0.0 0.0
C -2.326278 -1.448632 0.510901 0.0 -0.1 0.0
H -2.824082 -1.727464 1.437558 0.0 -0.1 0.1
H -1.304466 -1.160218 0.738113 0.0 0.0 0.0
H -2.306210 -2.319606 -0.145665 0.0 -0.1 0.0
H -5.759864 -1.589628 -1.327940 0.1 0.0 0.1
H -4.635541 -2.336563 -0.181366 0.0 0.1 -0.1
H -5.034311 -1.991979 2.368372 0.1 -0.1 0.1
H -6.282632 -0.856192 2.869255 0.0 0.0 0.1
H -4.813368 -0.254902 2.106588 0.1 0.1 0.1



82
Properties=species:S:1:pos:R:3:forces:R:3 method="wB97M-V/def2-TZVPD" gap_ev="3.49 / 4.33" e_above_lowest_kcal_mol=58.9 multiplicity=9 total_charge=+1 s2=20.370 energy_ev=-73788.8756
Gd 0.975864 -1.446066 0.988259 0.3 2.6 2.4
C -1.523624 -1.875597 1.410690 -0.2 -0.6 -1.4
C -1.292945 -2.070985 0.020458 -0.5 -1.6 0.7
C -0.078644 -3.688105 1.188356 -1.1 0.1 -1.1
C -0.785211 -2.865673 2.134089 0.0 -0.3 0.1
C -0.432089 -3.215339 -0.132117 -1.0 -0.4 1.3
C -2.609539 -1.044085 1.959563 -0.2 0.6 0.6
H -2.569098 -0.021207 1.585266 -0.2 -0.1 0.0
H -2.508381 -1.003289 3.042342 -0.1 0.2 0.1
H -3.614786 -1.429210 1.737570 0.3 -0.2 -0.1
C -0.939468 -3.128358 3.601469 0.3 0.0 0.5
H -1.997162 -3.343126 3.862819 0.6 0.1 -0.2
H -0.646408 -2.236693 4.179476 -0.1 -0.2 -0.1
H -0.308526 -3.969489 3.954792 -0.4 0.5 -0.3
C 0.513992 -5.024458 1.503885 0.4 0.0 0.2
H -0.208357 -5.618644 2.088579 0.3 0.1 -0.3
H 1.429942 -4.962929 2.110145 -0.2 0.0 -0.1
H 0.768597 -5.543559 0.573884 -0.1 -0.1 0.3
C -0.433380 -4.059012 -1.353287 0.6 0.1 -0.4
H -1.250055 -4.810306 -1.274999 0.6 0.3 -0.3
H 0.546643 -4.531258 -1.483458 -0.3 -0.3 -0.1
H -0.575108 -3.420905 -2.228799 -0.2 -0.3 -0.1
C -2.133158 -1.508510 -1.071467 -0.1 0.4 -0.6
H -2.682407 -2.292671 -1.617250 0.1 0.1 0.3
H -1.552797 -0.970117 -1.829184 -0.1 -0.2 0.1
H -2.863200 -0.796051 -0.672239 0.1 -0.1 -0.1
C -2.328843 3.257055 -0.355238 -0.2 -0.8 0.8
C -3.429037 2.485244 -0.523291 0.0 0.7 0.3
C -3.793238 2.083210 -1.921705 0.6 -0.3 -1.1
C -3.115230 3.065146 -3.023533 -0.9 -0.4 0.3
C -1.962732 2.533256 -3.857088 0.9 -0.7 0.5
C -1.016402 1.742117 -3.285085 -0.2 0.4 -0.9
C -1.049110 1.537225 -1.801531 -0.6 0.1 0.8
C -1.014518 2.858951 -0.937034 1.0 -0.3 -1.7
H -4.880022 2.128902 -2.054194 0.1 0.5 0.3
H -2.806062 4.018935 -2.527826 -0.5 -0.7 -0.4
H -3.608726 1.020959 -2.130684 0.0 0.1 -0.4
H -0.546216 3.668312 -1.524997 -0.1 -0.2 0.2
H -2.301233 4.160272 0.240954 0.1 -0.6 1.2
H -4.131063 2.248515 0.281382 -0.4 1.1 -0.3
H -0.305547 2.633450 -0.115827 -0.6 0.4 0.0
H -2.022862 1.117231 -1.625488 0.2 -0.2 0.3
H -0.226509 1.204419 -3.846303 -0.5 0.7 0.1
H -0.376725 0.763523 -1.384703 0.0 0.7 -0.6
H -3.958291 3.285257 -3.694478 0.4 0.2 0.0
H -1.919514 2.880093 -4.910973 0.0 -0.7 0.7
P 2.100478 1.640050 -1.547554 0.1 1.3 -0.5
P 2.992857 -1.705723 -0.953290 2.2 0.2 -2.7
C 3.810133 1.044204 -1.829049 0.0 0.2 -0.4
C 4.221599 -0.295065 -1.204991 0.0 0.1 0.6
H 4.479752 1.836769 -1.475881 0.1 -0.2 -0.2
H 3.935806 0.987401 -2.914128 0.0 -0.1 0.0
H 5.031012 -0.669219 -1.845259 -0.2 -0.3 0.4
H 4.623188 -0.142515 -0.196131 0.2 0.1 -0.2
C 4.237211 -3.038694 -1.221435 0.3 -0.6 0.5
H 3.752577 -4.016448 -1.289934 0.0 0.1 0.2
H 4.999987 -3.073826 -0.434905 -0.3 0.0 0.0
H 4.768208 -2.903773 -2.171352 -0.3 0.3 0.2
C 2.374426 -1.804635 -2.679156 -0.7 0.0 -0.1
H 3.205560 -1.656783 -3.384047 -0.2 0.0 0.3
H 1.596301 -1.047556 -2.844412 0.1 -0.3 -0.1
H 1.968089 -2.813833 -2.835220 -0.1 0.3 -0.1
C 2.399877 2.660117 -0.046973 0.1 -0.2 0.5
H 1.750095 2.364063 0.784760 0.3 0.1 0.0
H 2.229070 3.715902 -0.288964 0.1 -0.3 0.3
H 3.459610 2.504207 0.192745 -0.3 0.3 0.4
C 2.053027 3.211016 -2.664366 -0.3 -1.0 -0.5
H 3.026452 3.720869 -2.736463 -0.3 -0.2 0.4
H 1.281071 3.863612 -2.230182 0.5 -0.2 -0.1
H 1.729199 3.014100 -3.697131 0.1 -0.2 0.3
O 0.818333 0.006925 2.647181 -0.1 -0.1 -0.4
N 0.244808 0.842522 3.562578 1.0 -0.7 -0.9
C 0.893824 1.086322 4.738760 0.3 1.3 1.9
C 0.291388 1.910337 5.691134 0.8 -1.0 -0.6
C -1.027321 2.326074 5.523642 -0.8 0.4 0.6
C -1.688806 1.998460 4.337451 0.4 -0.3 -0.4
C -0.986515 1.375152 3.312915 -1.9 0.5 0.3
H 1.897631 0.700745 4.919298 -0.4 0.0 -0.6
H 0.811524 2.193624 6.609126 0.1 -0.3 -0.4
H -1.522902 2.872065 6.330963 0.1 -0.3 -0.4
H -2.762499 2.181594 4.238189 0.5 0.3 -0.3
H -1.433869 1.295513 2.320880 0.6 -0.2 0.4



15
Properties=species:S:1:pos:R:3:forces:R:3 method="wB97M-V/def2-TZVPD" gap_ev=9.48 e_above_lowest_kcal_mol=42.1 multiplicity=1 energy_ev=-19206.5711
C -0.720772 0.296762 0.504515 -1.6 -1.5 -0.9
C 0.338881 1.382112 0.459460 0.7 0.7 0.0
C 1.081425 0.437032 -0.502146 1.2 -0.6 -0.9
C 0.330532 -0.754081 0.063383 0.1 0.5 -0.6
H -2.310581 -1.121550 1.620833 0.2 0.2 -0.2
H -1.501677 0.411747 -0.262253 0.6 0.2 0.0
H 0.890439 1.512527 1.411997 -0.4 -0.1 -0.4
H 0.057262 2.375922 0.046075 0.2 -0.8 0.3
H 2.182127 0.268624 -0.507422 -0.5 0.8 0.0
H 0.403168 -0.251062 -2.185569 0.2 0.7 0.3
H 0.782510 -1.208790 0.932357 0.3 -0.1 0.3
H -0.707656 -2.182092 -0.815283 0.9 0.3 -0.2
O 0.570018 0.644304 -1.814795 0.3 -0.2 -0.1
O 0.152809 -1.729185 -0.963540 -1.5 -0.3 0.8
S -1.548485 -0.082270 2.012387 -0.6 0.2 1.6